{"formula": "C34H99N3O14", "method": "the ωB97M-V functional and the def2-TZVPD basis", "elements": ["C", "C", "O", "H", "H", "H", "H", "H", "H", "C", "C", "O", "H", "H", "H", "H", "H", "H", "C", "C", "O", "H", "H", "H", "H", "H", "H", "C", "C", "O", "H", "H", "H", "H", "H", "H", "C", "C", "O", "H", "H", "H", "H", "H", "H", "C", "C", "O", "H", "H", "H", "H", "H", "H", "C", "C", "O", "H", "H", "H", "H", "H", "H", "C", "C", "O", "H", "H", "H", "H", "H", "H", "C", "C", "O", "H", "H", "H", "H", "H", "H", "C", "C", "O", "H", "H", "H", "H", "H", "H", "C", "C", "O", "H", "H", "H", "H", "H", "H", "C", "C", "C", "O", "C", "N", "H", "H", "H", "H", "H", "H", "H", "H", "H", "H", "H", "C", "C", "C", "O", "C", "N", "H", "H", "H", "H", "H", "H", "H", "H", "H", "H", "H", "C", "C", "C", "O", "C", "N", "H", "H", "H", "H", "H", "H", "H", "H", "H", "H", "H"], "positions_angstrom": [[-15.8473, 1.8747, 0.5473], [-15.7081, 3.3857, 0.4668], [-15.8865, 3.7546, -0.9193], [-15.1344, 1.3814, -0.1142], [-16.8623, 1.6199, 0.2494], [-15.6083, 1.5172, 1.5506], [-14.7614, 3.7487, 0.8661], [-16.5682, 3.8817, 0.9278], [-15.4888, 4.6319, -1.0197], [-16.8391, 3.7796, 7.9682], [-16.9580, 4.4090, 6.5984], [-18.2059, 4.1793, 5.9549], [-16.7672, 2.6913, 7.8776], [-17.6526, 3.9750, 8.6655], [-15.9029, 4.1573, 8.3887], [-16.1184, 4.1435, 5.9445], [-16.8578, 5.4942, 6.7208], [-18.2802, 3.2180, 5.8401], [-18.9228, 9.1400, 5.3393], [-18.2321, 7.8001, 5.4428], [-19.2399, 6.7954, 5.4875], [-19.6078, 9.1806, 4.4909], [-18.2457, 9.9934, 5.2977], [-19.5622, 9.2830, 6.2141], [-17.6461, 7.7693, 6.3687], [-17.5720, 7.6250, 4.5861], [-18.7946, 5.9470, 5.6381], [-14.8899, -0.3655, 5.3523], [-14.4303, -0.3265, 3.9121], [-13.1383, -0.8974, 3.7890], [-14.1499, 0.0596, 6.0345], [-15.1006, -1.3537, 5.7667], [-15.8076, 0.2277, 5.4533], [-14.4624, 0.7338, 3.6265], [-15.0948, -0.8688, 3.2364], [-12.4776, -0.1837, 3.9496], [-12.4142, 5.0892, -0.9449], [-11.0006, 4.5324, -0.8607], [-10.4553, 4.7819, 0.4269], [-12.9948, 4.6721, -0.1164], [-12.9919, 4.7343, -1.8037], [-12.4504, 6.1768, -0.9321], [-10.3877, 4.9401, -1.6718], [-11.0001, 3.4559, -1.0458], [-10.2354, 5.7251, 0.4834], [-7.9706, 4.1083, 3.2337], [-8.5069, 5.5219, 2.9967], [-8.1893, 6.3780, 4.0931], [-8.5742, 3.6230, 4.0033], [-6.9108, 4.1138, 3.4869], [-8.1082, 3.4794, 2.3519], [-9.5873, 5.5259, 2.8733], [-8.1174, 5.8219, 2.0162], [-7.2284, 6.3596, 4.1600], [-17.5625, 1.8949, 3.4035], [-18.8173, 1.3435, 4.0273], [-18.7254, 1.3788, 5.4624], [-16.7042, 1.2343, 3.5537], [-17.2183, 2.8181, 3.8756], [-17.7353, 2.0623, 2.3418], [-19.0102, 0.3223, 3.6811], [-19.7039, 1.9075, 3.7164], [-19.5907, 1.1101, 5.7869], [-9.9598, 9.3234, 7.0473], [-10.2004, 8.3264, 5.9329], [-9.6065, 8.7560, 4.7227], [-10.1674, 8.8520, 8.0139], [-10.4719, 10.2789, 6.9634], [-8.8837, 9.4940, 7.1422], [-11.2576, 8.0609, 5.8081], [-9.7800, 7.3781, 6.2901], [-9.2305, 7.9592, 4.3126], [-15.4645, 7.5358, 1.0698], [-16.3270, 7.0376, -0.0511], [-15.4862, 6.5786, -1.1463], [-14.9531, 6.7746, 1.6600], [-16.0963, 7.9998, 1.8402], [-14.7642, 8.3075, 0.7508], [-16.9267, 7.8150, -0.5325], [-17.0218, 6.2580, 0.2578], [-15.3234, 7.3236, -1.7268], [-12.1609, 0.8912, 0.2767], [-10.7166, 1.0386, 0.7653], [-10.5394, 2.1917, 1.5721], [-12.1327, 0.2453, -0.6053], [-12.5893, 1.8404, -0.0555], [-12.8383, 0.4583, 1.0131], [-10.0663, 1.0840, -0.1148], [-10.4254, 0.1498, 1.3263], [-10.4547, 2.9969, 1.0360], [-11.2863, 8.2624, 1.8652], [-9.9104, 8.4298, 1.2755], [-9.6978, 7.5402, 0.1699], [-12.0492, 8.5166, 1.1281], [-11.4011, 8.9540, 2.6976], [-11.3838, 7.2216, 2.1792], [-9.1259, 8.2178, 2.0171], [-9.6602, 9.4744, 1.0550], [-8.9596, 7.9128, -0.3208], [-10.4889, 0.5006, 6.5300], [-10.0028, 0.6896, 5.1057], [-9.2964, -0.5431, 4.5409], [-8.1889, -0.8224, 5.3959], [-7.7856, -2.1684, 5.4019], [-11.1195, 1.0323, 4.2088], [-9.6369, 0.1224, 7.0957], [-11.2802, -0.2500, 6.5881], [-10.8678, 1.4174, 6.9830], [-9.2887, 1.5190, 5.0119], [-8.8672, -0.3132, 3.5582], [-9.9855, -1.3875, 4.4472], [-6.7254, -2.1678, 5.6681], [-7.9209, -2.6941, 4.4536], [-8.2739, -2.7454, 6.1977], [-10.8347, 1.2858, 3.2643], [-11.5153, 1.8955, 4.5772], [-13.7889, 4.7903, 8.5541], [-12.5066, 5.4931, 8.9833], [-11.5610, 5.6177, 7.7965], [-11.2017, 4.3177, 7.3791], [-10.2412, 4.3972, 6.3414], [-12.8584, 6.7933, 9.5622], [-14.5310, 4.7457, 9.3464], [-13.5880, 3.7781, 8.2049], [-14.2746, 5.3749, 7.7679], [-12.0474, 4.9022, 9.7782], [-10.6964, 6.1777, 8.1813], [-12.0257, 6.1577, 6.9683], [-9.3567, 4.9267, 6.7069], [-10.5966, 4.9368, 5.4566], [-10.0229, 3.4022, 5.9607], [-12.0386, 7.2178, 9.9857], [-13.1391, 7.4398, 8.8289], [-14.3854, 3.7013, 3.6316], [-13.2485, 4.6754, 3.3344], [-13.2114, 5.8006, 4.3509], [-14.3893, 6.5770, 4.1985], [-14.6470, 7.3847, 5.3349], [-11.9713, 3.9460, 3.3753], [-14.2270, 3.1126, 4.5419], [-14.4727, 2.9617, 2.8377], [-15.3103, 4.2557, 3.7975], [-13.3803, 5.0382, 2.3069], [-12.3625, 6.4511, 4.0828], [-13.0647, 5.4283, 5.3654], [-13.7017, 7.8642, 5.6115], [-15.0910, 6.7873, 6.1335], [-15.3489, 8.1847, 5.1001], [-11.2216, 4.5860, 3.1340], [-11.9132, 3.2472, 2.6418]], "atomic_forces_ev_per_a": [[0.502, 0.342, 0.142], [-1.034, -0.043, -1.287], [0.873, -0.122, 0.275], [-0.083, 0.139, -0.203], [0.037, -0.296, 0.086], [-0.325, -0.039, -0.026], [0.010, 0.054, 0.009], [0.361, -0.132, 0.933], [-0.257, 0.052, -0.287], [0.564, -0.550, -0.126], [-0.252, 0.795, 0.221], [0.468, -0.114, 0.097], [0.090, 0.011, 0.034], [-0.146, 0.367, -0.272], [-0.560, -0.417, 0.060], [-0.041, -0.340, 0.118], [-0.243, 0.005, -0.072], [-0.357, -0.045, -0.064], [-0.543, 0.200, 0.245], [-0.448, -0.091, -0.004], [0.380, 0.184, 0.042], [0.222, -0.088, -0.180], [0.171, -0.128, -0.102], [0.106, -0.043, 0.073], [0.195, 0.030, -0.064], [0.110, 0.048, 0.025], [-0.384, -0.149, -0.124], [-0.716, 0.086, 0.611], [0.492, -0.182, 0.478], [-0.142, 0.293, -0.423], [0.131, 0.217, -0.263], [0.025, -0.158, -0.403], [0.024, -0.075, 0.128], [0.292, -0.064, -0.315], [-0.130, -0.026, 0.106], [0.119, -0.187, 0.118], [-0.505, -0.716, 0.002], [-0.589, 0.327, -0.663], [0.277, -0.250, -0.081], [0.130, 0.356, 0.257], [0.416, 0.111, -0.299], [0.064, 0.008, 0.156], [0.196, 0.197, 0.239], [-0.057, -0.068, 0.315], [0.123, 0.049, -0.119], [-0.961, -0.098, -0.050], [0.348, -1.069, -0.464], [0.062, 0.001, -0.617], [0.359, 0.000, 0.280], [-0.012, 0.031, 0.136], [0.065, 0.179, -0.135], [-0.044, 0.020, 0.242], [0.178, 0.715, 0.273], [-0.024, 0.202, 0.248], [0.416, 0.001, 0.401], [-0.443, -0.014, -0.044], [0.031, -0.040, -0.321], [-0.272, -0.282, -0.264], [-0.502, 0.237, -0.130], [0.147, 0.002, 0.088], [0.240, -0.085, 0.126], [0.172, 0.256, -0.004], [0.098, 0.018, 0.250], [0.539, -0.308, 0.488], [0.047, -0.391, 0.579], [-0.156, -0.305, -0.039], [-0.571, 0.118, -0.077], [-0.089, -0.049, -0.097], [-0.013, 0.262, -0.399], [-0.179, 0.499, -0.157], [0.357, 0.023, -0.333], [0.131, 0.229, 0.068], [-0.564, 0.542, 1.197], [0.496, 0.451, -1.241], [-0.183, -0.668, 0.432], [0.192, -0.252, -0.507], [-0.078, 0.119, -0.191], [0.092, -0.127, -0.139], [-0.222, 0.232, 0.673], [0.272, -0.284, -0.137], [0.035, -0.006, -0.023], [0.197, -0.185, -0.295], [-0.601, 0.192, -0.740], [0.301, -0.163, 0.102], [-0.249, -0.124, 0.098], [0.172, 0.109, 0.061], [0.135, -0.015, 0.130], [0.125, 0.065, 0.100], [0.040, 0.148, 0.210], [0.043, -0.058, 0.084], [0.271, 0.148, -0.478], [1.073, 0.323, 0.916], [-0.250, 0.498, -0.068], [-0.043, -0.232, -0.046], [0.053, -0.249, 0.220], [-0.357, 0.083, 0.139], [-0.336, -0.311, 0.207], [-0.518, -0.048, -0.653], [0.016, -0.302, -0.192], [0.354, -0.312, -0.065], [-0.170, 0.151, -1.211], [0.489, 0.379, 0.486], [-0.405, -0.204, -0.224], [0.577, -0.192, 0.624], [-0.602, 0.050, 0.403], [-0.113, 0.167, 0.263], [-0.028, -0.011, -0.204], [0.093, 0.087, -0.067], [0.298, -0.157, 0.588], [-0.345, 0.000, -0.201], [-0.037, -0.035, 0.162], [0.011, -0.077, -0.222], [-0.034, 0.196, -0.113], [-0.310, 0.076, -0.156], [0.364, -0.025, 0.380], [-0.200, -0.010, -0.200], [0.122, 0.211, 0.085], [-0.951, 0.000, -0.115], [0.071, -0.548, 1.071], [0.206, 0.235, -0.506], [-0.029, 0.138, -0.222], [0.334, 0.194, -0.094], [0.380, 0.038, 0.412], [-0.036, 0.061, -0.156], [0.129, -0.093, -0.253], [0.232, 0.015, -0.118], [0.251, 0.004, -0.427], [-0.047, 0.257, 0.029], [0.255, -0.256, -0.064], [-0.279, 0.222, 0.187], [0.184, -0.127, 0.412], [-0.041, -0.037, 0.064], [-0.143, -0.081, 0.000], [0.066, -0.034, 0.367], [0.114, -1.224, 0.050], [0.118, 0.584, -1.153], [-0.410, -0.067, 0.236], [0.381, 0.103, -0.407], [0.024, 0.331, 0.383], [0.371, 0.224, 0.103], [-0.246, 0.136, -0.121], [-0.111, -0.102, -0.434], [-0.330, 0.600, 0.201], [0.158, -0.029, 0.355], [-0.211, -0.229, 0.060], [-0.098, -0.005, 0.504], [0.270, 0.025, 0.237], [-0.028, -0.168, -0.328], [0.000, 0.035, 0.042], [-0.256, -0.089, 0.062]], "e_tot_ev": -69995.5169, "orbital_gap_ev": 9.3, "total_charge": 0, "largest_force_ev_per_a": 1.65, "de_lowest_ev": 0.000, "lumo_energy_ev": 0.2114}